Entry 1:
The following is a DFT calculation (ωB97M-V/def2-TZVPD) of a cluster of 11 separate species, C38H103N5O20 in total in a non-equilibrium geometry.

Output
**Net charge**: 0

Structure (XYZ):
```
166
Properties=species:S:1:pos:R:3:lowdin_charge:R:1
C -11.9066 12.1689 14.1002 -0.155
O -12.3353 11.9186 15.3951 -0.204
C -11.2087 11.4825 16.2774 -0.149
C -11.5170 11.1853 17.8149 -0.418
C -12.5500 10.0605 17.9384 -0.058
N -12.1412 12.4339 18.1827 0.033
H -12.7958 12.3332 13.4916 0.089
H -11.4100 11.2365 13.8317 0.078
H -11.2300 12.9987 13.8956 0.083
H -10.9015 10.5740 15.7595 0.104
H -10.3360 12.1311 16.2010 0.113
H -10.5800 10.8893 18.2866 0.128
H -13.0986 10.0036 16.9982 0.077
H -13.2675 10.2195 18.7434 0.071
H -11.9513 9.1652 18.1058 0.073
H -11.3336 12.8784 18.5953 0.075
H -12.7653 12.2626 18.9581 0.063
C -6.7934 -0.0589 22.0057 -0.049
O -8.0802 -0.2267 22.7411 -0.215
C -9.1628 -0.7652 21.9694 -0.210
C -9.1273 -2.2782 21.7209 -0.432
C -9.9427 -2.6697 20.4846 -0.069
N -9.8350 -2.8635 22.8385 0.010
H -7.0106 0.6030 21.1673 0.080
H -6.4788 -1.0666 21.7345 0.072
H -6.0350 0.3678 22.6621 0.080
H -10.0845 -0.3573 22.3846 0.130
H -9.1822 -0.2458 21.0113 0.105
H -8.1353 -2.7266 21.6670 0.128
H -9.4471 -2.3756 19.5593 0.074
H -10.9434 -2.2406 20.4330 0.081
H -10.0356 -3.7538 20.5501 0.072
H -9.4719 -2.6674 23.7603 0.075
H -9.9507 -3.8668 22.8318 0.066
C 1.8878 -8.7919 9.9027 -0.049
O 0.9717 -7.7248 10.3950 -0.197
C -0.1180 -7.4695 9.6191 -0.305
C -0.9511 -6.3060 10.1048 -0.194
N -1.9583 -6.6231 11.1538 -0.066
C -1.2878 -6.9367 12.3927 -0.205
C -2.2922 -7.1932 13.5577 -0.166
O -3.1893 -6.0353 13.7511 -0.201
C -3.8588 -5.9642 15.0113 -0.117
H 1.3892 -9.6651 9.4819 0.081
H 2.6140 -9.1287 10.6425 0.080
H 2.5074 -8.4231 9.0852 0.076
H -0.8222 -8.2997 9.5654 0.124
H 0.3286 -7.3069 8.6382 0.120
H -1.4705 -5.8953 9.2390 0.117
H -0.1758 -5.5921 10.3831 0.112
H -2.7841 -6.0494 11.2487 0.104
H -0.5795 -6.1233 12.5501 0.120
H -0.8587 -7.9246 12.2253 0.113
H -1.7698 -7.3688 14.4981 0.104
H -2.7626 -8.1710 13.4544 0.114
H -4.1563 -4.9451 15.2586 0.085
H -3.2793 -6.4391 15.8029 0.075
H -4.7475 -6.5932 15.0621 0.075
C -22.3795 10.7133 12.1014 -0.083
O -21.4638 10.8823 10.9405 -0.205
C -21.2763 9.6125 10.1635 -0.187
C -20.2856 9.7957 9.0415 -0.250
N -19.0475 10.4656 9.4165 -0.044
C -18.1706 10.7659 8.2692 -0.178
C -17.6726 9.4549 7.5317 -0.213
O -16.9903 8.5805 8.3979 -0.223
C -15.5992 8.8165 8.6626 -0.075
H -23.3688 10.4431 11.7323 0.069
H -22.6730 11.5369 12.7522 0.077
H -21.9844 9.8667 12.6629 0.072
H -22.1757 9.3344 9.6142 0.115
H -20.9523 8.8092 10.8252 0.113
H -20.8449 10.3550 8.2915 0.119
H -20.1664 8.8347 8.5411 0.112
H -18.5149 9.6820 9.7663 0.090
H -17.3934 11.4359 8.6370 0.106
H -18.7993 11.2848 7.5456 0.108
H -17.0591 9.6577 6.6538 0.113
H -18.5401 8.9235 7.1404 0.106
H -15.3969 8.2724 9.5852 0.092
H -15.4525 9.8469 8.9863 0.077
H -15.0373 8.6322 7.7470 0.089
C -5.0890 8.8793 16.5318 -0.081
O -5.4507 10.2976 16.7666 -0.211
C -4.3342 11.1314 17.1571 -0.204
C -3.8139 10.6671 18.5413 -0.161
N -5.0546 10.9233 19.4442 -0.040
C -4.7132 10.4474 20.8540 -0.176
C -4.4061 8.8859 20.9429 -0.173
O -5.4869 8.2105 20.2138 -0.226
C -6.5620 7.7163 20.9923 -0.108
H -5.2861 8.2893 17.4269 0.069
H -4.1523 8.5620 16.0735 0.085
H -5.8057 8.5158 15.7954 0.076
H -4.7889 12.1095 17.3140 0.113
H -3.6628 11.2120 16.3022 0.113
H -2.9885 11.2819 18.9003 0.111
H -3.5884 9.6026 18.6046 0.089
H -5.7494 10.2844 19.0848 0.069
H -5.3738 10.6491 21.6972 0.098
H -3.8208 11.0142 21.1194 0.096
H -4.4315 8.6606 22.0091 0.103
H -3.3961 8.6369 20.6175 0.105
H -7.1545 8.5694 21.3229 0.084
H -6.2601 7.2047 21.9062 0.081
H -7.1365 7.0298 20.3704 0.089
O -16.9647 -0.5146 20.6192 -0.060
C -17.3104 -0.7854 19.2770 -0.251
C -17.7311 -2.2594 19.0479 -0.238
O -18.5923 -2.5677 20.1483 -0.059
H -16.7756 0.4073 20.8089 0.096
H -18.2193 -0.2817 18.9479 0.114
H -16.4946 -0.6059 18.5768 0.112
H -16.8551 -2.8540 18.7886 0.109
H -18.3756 -2.3277 18.1716 0.115
H -18.0175 -2.2636 20.8545 0.062
O -17.3013 -2.2454 10.7104 -0.077
C -17.1112 -0.9384 11.2938 -0.216
C -15.6088 -0.7864 11.6304 -0.255
O -15.3585 -1.5174 12.8131 -0.081
H -17.1783 -2.8841 11.4164 0.076
H -17.4235 -0.2386 10.5187 0.119
H -17.6077 -0.8513 12.2603 0.114
H -15.3290 0.1787 12.0529 0.115
H -15.0950 -1.0469 10.7051 0.119
H -14.4072 -1.5596 12.9351 0.086
O -8.5837 -2.8912 12.9817 -0.077
C -9.0083 -4.0553 12.2870 -0.236
C -8.5372 -4.0951 10.8212 -0.284
O -9.1666 -5.0297 10.0353 -0.043
H -7.7850 -2.9785 13.5072 0.082
H -8.6688 -4.9418 12.8227 0.110
H -10.0555 -4.1181 12.5828 0.119
H -7.4554 -4.0548 10.6938 0.119
H -8.7251 -3.1603 10.2931 0.119
H -8.8707 -5.9068 10.2896 0.091
O -16.7309 7.5506 14.0564 -0.098
C -17.5914 6.3571 14.2962 -0.190
C -18.2911 6.4924 15.6671 -0.192
O -19.3032 7.5508 15.5632 -0.079
H -17.2969 8.3115 14.2054 0.050
H -18.2550 6.2381 13.4397 0.107
H -16.8510 5.6129 14.0029 0.113
H -17.5303 6.7941 16.3870 0.113
H -18.7939 5.5999 16.0395 0.116
H -18.8281 8.3622 15.3697 0.060
O -3.6169 0.7386 13.7522 -0.044
C -3.5705 1.6876 12.7257 -0.266
C -4.0708 1.2089 11.3542 -0.265
O -3.4428 0.0335 10.9446 -0.059
H -2.7721 0.2827 13.7621 0.089
H -4.1807 2.5564 12.9726 0.115
H -2.5684 2.0986 12.6037 0.115
H -3.8793 1.9577 10.5856 0.117
H -5.1531 1.0944 11.4134 0.112
H -3.2643 -0.0047 10.0021 0.087
O -8.6902 3.1050 16.0959 -0.086
C -10.0605 3.4404 15.8361 -0.202
C -10.0469 3.8678 14.2939 -0.264
O -9.9198 2.7857 13.4569 -0.058
H -8.6304 2.1483 16.1488 0.079
H -10.8037 2.6606 16.0029 0.114
H -10.2652 4.2944 16.4817 0.107
H -9.1193 4.4240 14.1584 0.112
H -10.9473 4.4404 14.0712 0.116
H -9.1740 2.2729 13.7770 0.082
```

=====

Entry 2:
The following is a DFT calculation (ωB97M-V/def2-TZVPD) of a cluster of 14 separate species, C38H104O14 in total in a non-equilibrium geometry.

Output
**Net charge**: 0

Structure (XYZ):
```
156
Properties=species:S:1:pos:R:3:lowdin_charge:R:1
C -4.8542 -2.3422 -2.5197 -0.096
C -6.2707 -2.1765 -2.0419 -0.354
O -6.8516 -3.3938 -1.6454 -0.066
H -4.3142 -3.0640 -1.8770 0.075
H -4.2108 -1.3798 -2.5431 0.092
H -4.9443 -2.8302 -3.4737 0.060
H -6.8521 -1.6887 -2.8404 0.115
H -6.2745 -1.5039 -1.1626 0.104
H -7.1782 -3.8114 -2.4422 0.080
C -4.7197 0.2022 1.3542 -0.097
C -5.3656 1.5566 1.5611 -0.345
O -4.5004 2.6498 1.4366 -0.091
H -3.8868 -0.0139 2.0503 0.068
H -4.3724 0.0901 0.3430 0.058
H -5.4572 -0.6274 1.6289 0.098
H -5.8192 1.6655 2.5614 0.110
H -6.2078 1.7018 0.8052 0.133
H -3.7638 2.4421 2.0430 0.091
C 0.8948 2.8019 -5.5970 -0.079
C 1.2606 4.1064 -4.8558 -0.231
O 1.4851 3.6392 -3.4668 -0.106
H 0.5320 2.8537 -6.6767 0.101
H 0.0774 2.4174 -4.9579 0.052
H 1.6778 2.0710 -5.4719 0.047
H 0.4153 4.7331 -4.8888 0.093
H 2.0949 4.5689 -5.2780 0.085
H 2.1809 2.9932 -3.5812 0.034
C 5.0823 0.8304 1.4144 -0.073
C 4.6668 -0.5943 0.9775 -0.282
O 4.1389 -0.6876 -0.3780 -0.131
H 4.3419 1.3977 0.7944 0.085
H 6.1248 1.0853 1.1391 0.072
H 5.0767 1.1501 2.4217 0.040
H 3.9497 -1.0034 1.7283 0.100
H 5.5287 -1.2198 1.0532 0.094
H 3.1360 -0.6592 -0.3140 0.058
C -1.4500 -1.3750 8.1055 -0.070
C -2.2871 -1.3547 6.8613 -0.499
C -3.2977 -0.2578 7.0300 -0.069
O -1.5436 -1.2315 5.6316 -0.084
H -1.1549 -0.3714 8.4196 0.071
H -0.5256 -1.9453 7.8933 0.088
H -2.0465 -1.8415 8.9627 0.109
H -2.7943 -2.2800 6.7693 0.117
H -3.7870 -0.4805 7.9736 0.077
H -4.0176 -0.2206 6.1728 0.089
H -2.9017 0.7776 7.1033 0.088
H -0.9299 -0.4678 5.6775 0.053
C -0.8841 -0.6274 -0.2135 -0.031
C 0.4955 -0.9881 -0.6646 -0.454
C 0.9937 -0.2579 -1.9026 -0.027
O 1.5052 -0.7038 0.3332 -0.120
H -1.0106 -1.1175 0.7214 0.040
H -1.7442 -1.1056 -0.7939 0.114
H -0.9733 0.4021 -0.0249 0.047
H 0.5587 -2.0807 -0.6954 0.131
H 1.3450 0.7343 -1.5928 0.083
H 0.1569 -0.1769 -2.6691 0.093
H 1.9113 -0.6467 -2.4129 0.062
H 1.2672 -1.2356 1.1690 0.093
C -3.5358 0.7014 -5.6993 -0.041
C -2.8004 -0.3771 -4.9461 -0.469
C -1.5918 -1.0158 -5.6641 -0.047
O -2.4115 0.0136 -3.6097 -0.081
H -4.0698 0.3928 -6.5980 0.086
H -2.9261 1.5064 -5.8537 0.041
H -4.3173 1.0028 -4.9252 0.103
H -3.5275 -1.1602 -4.7186 0.106
H -0.7887 -0.3063 -5.9038 0.069
H -1.9133 -1.4715 -6.6418 0.093
H -1.1408 -1.7841 -5.0601 0.063
H -2.0005 0.8710 -3.6091 0.024
C 0.4256 4.5513 3.3235 -0.049
C 0.0388 3.9906 1.9695 -0.474
C 1.0575 4.2743 0.8380 -0.047
O -0.2109 2.5617 2.1245 -0.067
H -0.5150 4.4075 3.9092 0.095
H 0.5465 5.6069 3.3387 0.069
H 1.2641 4.0076 3.6713 0.059
H -0.8562 4.5053 1.5848 0.121
H 0.6551 3.9858 -0.1215 0.042
H 1.9708 3.7919 1.1580 0.071
H 1.4583 5.2935 0.7334 0.085
H -0.7850 2.2229 1.4069 0.052
C 2.5863 1.3022 6.6473 -0.040
C 1.4856 0.9503 5.6127 -0.433
C 1.6093 -0.4301 4.9707 -0.053
O 0.1885 0.8657 6.2737 -0.099
H 2.6035 0.4154 7.3005 0.088
H 2.4388 2.2703 7.1502 0.083
H 3.5761 1.2593 6.2309 0.065
H 1.4069 1.6872 4.7411 0.142
H 1.4839 -1.1906 5.7272 0.081
H 2.6151 -0.5316 4.6090 0.071
H 0.8761 -0.5307 4.1484 0.091
H 0.0907 1.6911 6.7813 0.105
C 7.3622 0.9199 -3.8379 -0.032
C 6.0082 1.1611 -3.0730 -0.429
C 4.9362 1.9558 -3.8990 -0.034
O 5.4361 -0.1014 -2.8372 -0.084
H 7.9228 1.7762 -4.1337 0.054
H 7.2350 0.3242 -4.7527 0.080
H 8.0071 0.4135 -3.1165 0.075
H 6.1820 1.6892 -2.1937 0.108
H 5.4947 2.6928 -4.5343 0.090
H 4.1894 2.3999 -3.2256 0.060
H 4.3490 1.3106 -4.5691 0.061
H 4.9670 -0.1015 -1.9861 0.062
C 2.7152 -4.0301 1.2036 -0.019
C 1.5329 -4.0169 2.2146 -0.482
C 2.0161 -4.1491 3.5595 -0.092
O 0.8368 -2.7337 2.0752 -0.117
H 2.2751 -3.7490 0.2046 0.093
H 3.1258 -5.0186 1.3424 0.076
H 3.3905 -3.1645 1.3917 0.072
H 0.8170 -4.8184 2.0235 0.137
H 2.5694 -5.0567 3.7237 0.076
H 1.1565 -4.2204 4.3024 0.111
H 2.6943 -3.3084 3.7847 0.092
H -0.0234 -2.6490 2.5647 0.053
C 3.5859 -2.7831 -4.0422 -0.051
C 3.8398 -2.0993 -5.3919 -0.480
C 2.6516 -1.2732 -5.8427 -0.052
O 5.0541 -1.3270 -5.3050 -0.055
H 2.6446 -3.3788 -4.1372 0.091
H 3.3382 -2.0344 -3.2782 0.051
H 4.4307 -3.3927 -3.7260 0.085
H 4.0240 -2.8903 -6.0656 0.113
H 1.7104 -1.7980 -5.9743 0.070
H 2.9071 -0.7671 -6.7529 0.070
H 2.5677 -0.5122 -5.0190 0.079
H 5.0196 -0.9670 -4.4271 0.009
C -3.9172 -2.9399 3.4205 -0.048
C -2.6826 -3.4509 2.7457 -0.415
C -2.7472 -3.5073 1.2399 -0.052
O -1.6641 -2.3606 2.9845 -0.120
H -3.8629 -2.8643 4.5319 0.086
H -4.7191 -3.7264 3.2025 0.113
H -4.1923 -2.0061 2.9194 0.053
H -2.2835 -4.3902 3.1104 0.134
H -1.7236 -3.6037 0.8700 0.082
H -3.1992 -2.5929 0.8199 0.076
H -3.3880 -4.3345 0.9531 0.084
H -1.8707 -1.9660 3.8511 0.049
C -1.8568 3.4440 -0.8500 -0.049
C -2.3863 2.7875 -2.0945 -0.472
C -3.6783 3.3979 -2.5591 -0.029
O -1.3540 2.7640 -3.1437 -0.074
H -1.3735 4.3956 -1.1300 0.107
H -1.1045 2.7146 -0.4225 0.078
H -2.6417 3.5832 -0.1644 0.058
H -2.5863 1.7437 -1.9004 0.110
H -4.3932 3.2320 -1.8276 0.049
H -3.8863 3.0495 -3.5670 0.072
H -3.4937 4.5457 -2.4807 0.123
H -0.6581 3.3439 -2.8332 0.047
```

=====

Q: Which energy above the lowest of the compared OMol25 structures with the same formula, charge and spin values were calculated for the entries above? A: 700.5 246.2, in kJ/mol.